The following is a DFT calculation (wB97M-V/def2-TZVPD) of 2 unconnected molecules or ions with the total composition C32H45F3N4O7PS in a non-equilibrium geometry.

XYZ file:
```
93
Properties=species:S:1:pos:R:3
O -0.03 -2.27 2.66
C 0.22 -3.37 2.26
C 1.46 -3.61 1.42
N 1.19 -4.20 0.11
C 1.51 -3.48 -1.03
O 2.59 -3.05 -1.32
C 0.25 -3.40 -1.82
C -0.05 -2.62 -2.91
C 0.91 -1.65 -3.52
C 1.32 -0.57 -2.52
C 2.25 0.42 -3.17
F 2.40 0.34 -4.50
C 3.00 1.31 -2.52
F 4.30 1.43 -2.70
F 2.56 2.21 -1.66
C -1.31 -2.76 -3.44
C -2.24 -3.63 -2.94
C -3.59 -3.61 -3.59
C -4.57 -2.91 -2.62
C -5.58 -1.98 -3.30
C -6.09 -0.90 -2.33
C -5.29 0.42 -2.44
C -3.98 0.44 -1.61
C -3.59 1.83 -1.11
S -2.09 1.75 -0.04
C -2.56 0.64 1.19
N -3.12 0.98 2.29
N -3.35 -0.17 2.99
C -2.91 -1.14 2.28
O -2.38 -0.68 1.12
C -1.92 -4.45 -1.86
P -3.10 -5.67 -1.20
O -3.90 -5.13 -0.10
O -4.04 -6.15 -2.37
O -2.36 -6.99 -0.80
C -0.67 -4.29 -1.31
C 0.01 -4.94 -0.12
O -0.29 -5.90 0.52
H -0.44 -4.20 2.54
H 1.93 -2.65 1.31
H 2.11 -4.28 1.98
H 0.40 -1.16 -4.34
H 1.80 -2.13 -3.92
H 0.42 -0.03 -2.23
H 1.80 -0.96 -1.64
H -1.54 -2.14 -4.28
H -3.53 -2.97 -4.46
H -3.92 -4.58 -3.96
H -5.13 -3.58 -1.98
H -3.96 -2.32 -1.96
H -5.21 -1.55 -4.23
H -6.44 -2.60 -3.55
H -7.14 -0.67 -2.48
H -6.03 -1.31 -1.33
H -5.92 1.24 -2.09
H -5.03 0.53 -3.49
H -4.11 -0.24 -0.78
H -3.18 0.09 -2.25
H -3.30 2.45 -1.94
H -4.37 2.29 -0.52
H -2.94 -2.17 2.53
H -4.82 -5.58 -2.41
H -1.67 -7.16 -1.44
C 4.13 5.93 5.26
C 2.76 5.41 4.84
C 2.68 3.89 4.67
C 3.66 3.20 3.73
N 3.55 3.50 2.26
C 4.12 4.84 1.86
C 5.61 4.60 1.77
C 5.69 3.25 1.07
C 4.43 2.49 1.50
C 2.13 3.38 1.80
H 4.93 5.59 4.60
H 4.15 7.02 5.25
H 4.37 5.60 6.27
H 2.42 5.92 3.93
H 2.03 5.70 5.60
H 1.66 3.62 4.41
H 2.85 3.44 5.65
H 3.47 2.13 3.82
H 4.69 3.37 4.02
H 3.71 5.09 0.89
H 3.85 5.60 2.58
H 6.06 4.55 2.76
H 6.12 5.39 1.22
H 6.60 2.70 1.33
H 5.70 3.37 -0.01
H 4.64 1.65 2.15
H 3.87 2.15 0.63
H 1.55 4.17 2.25
H 1.75 2.40 2.09
H 2.11 3.48 0.72
```

The value obtained for the energy is -3030.96261 hartree. The LUMO energy comes out at -0.09176 hartree. The total charge is +1.


The following is a DFT calculation (wB97M-V/def2-TZVPD) of 2 unconnected molecules or ions with the total composition C5H3N2O4S in a non-equilibrium geometry.

XYZ file:
```
15
Properties=species:S:1:pos:R:3
C 1.11 -2.69 1.94
C 0.91 -1.39 1.67
C 1.03 -0.21 1.46
C -0.68 -1.14 -1.93
C 1.10 1.09 0.88
N 1.22 -3.81 2.11
N -0.72 -0.27 -1.11
O -0.67 -1.92 -2.78
O -0.57 2.20 -1.75
O -1.80 1.57 0.24
O -2.75 1.19 -1.99
S -1.59 1.34 -1.19
H 0.58 1.11 -0.10
H 2.16 1.27 0.90
H 0.67 1.65 1.65
```

Its relative energy (zero: lowest compared OMol25 entry of this formula, charge and spin) is 0.0 kcal per mole. The value obtained for the energy is -1001.01142 hartree. The LUMO energy comes out at 0.12348 hartree. The total charge is -1.


The following is a DFT calculation (wB97M-V/def2-TZVPD) of a molecular structure, C2H2FO2Sr in a non-equilibrium geometry.

XYZ file:
```
8
Properties=species:S:1:pos:R:3
F 0.98 -0.68 0.83
O -4.84 2.21 0.96
C -4.96 1.18 0.38
C -4.43 -0.18 0.83
O -3.17 -0.44 0.37
Sr -1.04 -0.61 1.09
H -5.09 -0.93 0.34
H -4.70 -0.25 1.90
```

Its relative energy (zero: lowest compared OMol25 entry of this formula, charge and spin) is 0.0 kcal per mole. Its expectation value of S² is 0.7527. The value obtained for the energy is -358.44349 hartree. As for the spin multiplicity: 2. The LUMO energy (spin up / spin down) comes out at -0.03682 / -0.03850 hartree.


The following is a DFT calculation (wB97M-V/def2-TZVPD) of 3 unconnected molecules or ions with the total composition C2H9O2S in a non-equilibrium geometry.

XYZ file:
```
14
Properties=species:S:1:pos:R:3
C -0.37 0.23 -2.67
C -0.66 -0.48 -1.35
S 0.84 -0.62 -0.24
H -1.20 0.89 -2.90
H -0.32 -0.54 -3.40
H 0.60 0.72 -2.72
H -1.08 -1.48 -1.43
H -1.41 0.07 -0.76
H -2.56 0.31 1.73
H -1.26 -0.29 1.32
O -1.90 -0.32 2.05
H 0.78 0.72 1.88
H 1.96 1.31 1.19
O 1.40 1.46 1.97
```

Its relative energy (zero: lowest compared OMol25 entry of this formula, charge and spin) is 11.6 kcal per mole. The value obtained for the energy is -630.29861 hartree. The LUMO energy comes out at 0.14602 hartree. The total charge is -1.


The following is a DFT calculation (wB97M-V/def2-TZVPD) of a single C6H10O molecule in a non-equilibrium geometry.

XYZ file:
```
17
Properties=species:S:1:pos:R:3
C 1.79 -0.68 0.04
C 0.56 0.12 0.47
C 0.29 1.41 -0.36
C -1.22 1.64 -0.53
C -1.78 0.43 -0.02
C -0.79 -0.67 0.40
O -0.80 -1.75 -0.52
H 1.71 -1.03 -0.99
H 2.69 -0.05 0.11
H 1.95 -1.56 0.68
H 0.69 0.42 1.52
H 0.72 1.33 -1.37
H 0.78 2.29 0.08
H -2.79 0.01 -0.54
H -2.86 0.45 0.46
H -1.03 -1.13 1.36
H -0.64 -1.39 -1.40
```

Its relative energy (zero: lowest compared OMol25 entry of this formula, charge and spin) is 102.2 kcal per mole. The value obtained for the energy is -309.67957 hartree. The LUMO energy comes out at 0.01730 hartree.


The following is a DFT calculation (wB97M-V/def2-TZVPD) of a single C6H9BN4OS molecule in a non-equilibrium geometry.

XYZ file:
```
22
Properties=species:S:1:pos:R:3
B -1.29 0.00 -1.94
C 0.46 0.26 0.04
C 1.13 0.26 1.30
C 0.82 -0.63 -0.89
C 2.77 -1.20 0.14
C -1.58 0.91 -0.65
C -2.49 0.49 0.53
N 1.92 -1.38 -0.84
N -0.07 -0.75 -1.98
N 2.32 -0.33 1.24
N 0.77 0.80 2.49
O -2.05 0.25 -3.07
S 4.12 -2.08 0.63
H -1.32 2.01 -0.64
H -2.75 -0.53 0.68
H -3.36 0.90 0.15
H -2.20 1.03 1.47
H 0.25 -1.38 -2.71
H 2.92 -0.42 2.05
H 0.01 1.36 2.52
H 1.06 0.36 3.29
H -1.46 0.04 -3.83
```

Its relative energy (zero: lowest compared OMol25 entry of this formula, charge and spin) is 0.0 kcal per mole. The value obtained for the energy is -951.33765 hartree. The LUMO energy comes out at 0.00033 hartree.


The following is a DFT calculation (wB97M-V/def2-TZVPD) of 2 unconnected molecules or ions with the total composition C6H12O in a non-equilibrium geometry.

XYZ file:
```
19
Properties=species:S:1:pos:R:3
C 1.95 1.76 0.55
C 1.30 0.50 0.10
C -0.01 0.28 0.20
C -0.68 -1.01 -0.14
C -2.13 -0.95 -0.61
C -0.43 -1.36 1.39
O -1.21 -1.25 2.31
H 2.59 2.17 -0.23
H 1.22 2.52 0.84
H 2.59 1.56 1.41
H 0.58 0.76 -2.19
H 1.95 -0.29 -0.29
H -0.67 1.02 0.64
H -0.08 -1.71 -0.73
H 0.12 0.56 -2.74
H -2.54 -1.75 -1.23
H -2.35 -0.03 -1.15
H -2.76 -0.94 0.26
H 0.55 -1.83 1.60
```

Its relative energy (zero: lowest compared OMol25 entry of this formula, charge and spin) is 61.7 kcal per mole. The value obtained for the energy is -310.96099 hartree. As for the SMILES: C/C=C/[C@H](C)C=O.[H][H]. The LUMO energy comes out at 0.03543 hartree.


The following is a DFT calculation (wB97M-V/def2-TZVPD) of 2 unconnected molecules or ions with the total composition C2H9NO in a non-equilibrium geometry.

XYZ file:
```
13
Properties=species:S:1:pos:R:3
C 0.51 -1.26 0.82
N 0.80 1.47 -2.54
H 0.15 -1.50 -0.23
H 1.58 -1.33 0.61
H 0.14 -2.13 1.42
H 1.58 2.13 -2.72
H 0.54 1.61 -3.56
H 1.25 0.54 -2.37
C -1.39 0.09 1.72
O 0.06 -0.09 1.48
H -1.73 -0.82 2.26
H -1.60 0.86 2.38
H -1.88 0.43 0.73
```

Its relative energy (zero: lowest compared OMol25 entry of this formula, charge and spin) is 42.0 kcal per mole. The value obtained for the energy is -211.51822 hartree. As for the SMILES: COC.N. The LUMO energy comes out at 0.03652 hartree.


> Look up the energy of the first one.

-3030.96261 hartree